C45H102N6O9 | the ωB97M-V functional and the def2-TZVPD basis

Summary:
**Largest force on an atom**: 6.041 eV/Å
**Multiplicity**: 2
**HOMO energy (spin up / spin down)**: -8.95 / -8.95 eV
**Kohn-Sham gap (spin up / spin down)**: 6.1 / 2.3 eV
**Expectation value of S²**: 0.7546
**E_tot**: -75665.3561 eV
**Net charge**: +1

Atoms and positions in Å:
C -2.92 1.16 -2.27
O -1.58 0.86 -2.36
C -0.77 1.47 -1.36
C 0.63 1.20 -1.77
N 0.99 -0.14 -1.42
C 2.38 -0.34 -1.23
C 2.51 -1.83 -1.18
O 2.71 -2.13 0.18
C 2.93 -3.48 0.58
H -3.51 0.54 -2.95
H -3.25 2.15 -2.60
H -3.29 0.97 -1.26
H -0.83 0.93 -0.42
H -0.98 2.54 -1.27
H 1.21 1.87 -1.14
H 0.88 1.42 -2.81
H 0.59 -0.39 -0.53
H 2.66 0.04 -0.25
H 3.05 0.17 -1.92
H 3.22 -2.16 -1.94
H 1.63 -2.43 -1.39
H 3.37 -3.46 1.58
H 3.75 -3.96 0.03
H 2.03 -4.08 0.62
C -7.63 -3.35 -0.75
O -6.75 -2.81 0.15
C -6.68 -1.36 -0.08
C -5.81 -0.72 1.02
N -4.54 -1.49 1.22
C -3.82 -1.17 2.43
C -3.03 0.15 2.33
O -2.44 0.15 3.68
C -2.40 1.44 4.34
H -7.20 -3.24 -1.74
H -8.57 -2.80 -0.81
H -7.90 -4.37 -0.51
H -7.67 -0.93 0.00
H -6.29 -1.05 -1.05
H -6.30 -0.45 1.96
H -5.62 0.29 0.66
H -4.83 -2.45 1.16
H -3.10 -1.96 2.61
H -4.63 -1.14 3.16
H -3.72 0.99 2.27
H -2.42 0.23 1.43
H -1.77 2.13 3.78
H -2.00 1.45 5.35
H -3.39 1.89 4.36
C 6.89 -0.72 3.29
O 7.66 -0.96 2.13
C 6.97 -1.01 0.84
C 6.53 -2.44 0.57
N 7.57 -3.40 0.81
C 8.58 -3.34 -0.26
C 8.25 -3.82 -1.71
O 7.93 -2.77 -2.53
C 6.61 -2.81 -3.15
H 7.35 -0.58 4.27
H 6.21 -1.56 3.44
H 6.30 0.14 2.99
H 7.62 -0.46 0.17
H 6.14 -0.31 0.85
H 6.12 -2.58 -0.43
H 5.74 -2.75 1.25
H 8.11 -3.10 1.61
H 9.22 -4.12 0.15
H 9.21 -2.45 -0.26
H 7.44 -4.53 -1.52
H 9.17 -4.27 -2.05
H 5.85 -3.17 -2.46
H 6.59 -3.50 -3.99
H 6.20 -1.87 -3.52
C -0.86 5.62 -0.62
C -1.35 6.47 -1.86
C -2.04 5.35 -2.82
C -2.76 6.09 -3.96
C -3.79 7.06 -3.46
C -3.37 8.11 -2.36
N -2.24 7.60 -1.45
O -1.73 8.43 -0.51
C -2.76 9.30 -3.21
C -4.57 8.43 -1.60
C -0.06 7.05 -2.67
H -0.39 4.68 -0.90
H -1.67 5.28 0.03
H -0.11 6.22 -0.10
H -1.30 4.63 -3.17
H -2.85 4.85 -2.29
H -3.24 5.51 -4.75
H -2.10 6.66 -4.62
H -4.59 6.47 -3.02
H -4.40 7.41 -4.29
H -2.05 9.06 -4.00
H -3.59 9.79 -3.72
H -2.31 10.00 -2.51
H -5.40 8.63 -2.28
H -5.00 7.73 -0.87
H -4.57 9.35 -1.02
H 0.57 7.81 -2.21
H -0.27 7.28 -3.71
H 0.56 6.18 -2.88
H -2.35 8.27 0.20
C 1.48 1.88 7.14
C 1.87 0.39 6.85
C 0.58 -0.46 7.02
C 0.66 -1.87 6.45
C 0.87 -1.69 4.99
C 2.19 -0.93 4.59
N 2.28 0.33 5.37
O 3.36 1.04 5.16
C 3.41 -1.82 4.93
C 2.19 -0.62 2.99
C 3.11 -0.11 7.79
H 1.01 1.93 8.12
H 0.82 2.29 6.36
H 2.44 2.38 7.21
H 0.50 -0.46 8.11
H -0.32 0.04 6.66
H -0.26 -2.40 6.68
H 1.38 -2.51 6.96
H 0.00 -1.10 4.70
H 0.69 -2.58 4.39
H 4.26 -1.19 5.21
H 3.29 -2.53 5.75
H 3.65 -2.40 4.04
H 2.02 -1.58 2.50
H 1.47 0.16 2.75
H 3.09 -0.18 2.57
H 3.82 0.70 7.67
H 3.45 -1.12 7.57
H 2.94 -0.06 8.87
H 3.17 1.58 4.38
C -4.72 -3.86 -3.15
C -3.16 -3.96 -3.03
C -2.90 -5.57 -3.24
C -1.72 -5.95 -4.05
C -0.62 -4.86 -4.15
C -1.17 -3.44 -4.64
N -2.54 -3.31 -4.22
O -3.05 -2.10 -4.38
C -0.27 -2.40 -3.90
C -0.91 -3.35 -6.24
C -2.60 -3.42 -1.73
H -5.16 -4.31 -4.04
H -5.13 -2.86 -3.06
H -5.22 -4.49 -2.41
H -2.59 -5.97 -2.28
H -3.72 -6.20 -3.58
H -2.21 -5.96 -5.02
H -1.43 -6.96 -3.73
H 0.06 -5.20 -4.92
H -0.01 -4.72 -3.26
H 0.78 -2.42 -4.18
H -0.67 -1.39 -3.99
H -0.34 -2.60 -2.83
H 0.16 -3.34 -6.45
H -1.50 -4.13 -6.73
H -1.24 -2.39 -6.61
H -3.29 -3.62 -0.90
H -2.53 -2.33 -1.71
H -1.56 -3.67 -1.51
H -2.74 -1.59 -3.63

***

C5H7F3NO3 | the ωB97M-V functional and the def2-TZVPD basis

Summary:
**Largest force on an atom**: 2.979 eV/Å
**HOMO energy**: -3.94 eV
**Kohn-Sham gap**: 7.4 eV
**E_tot**: -21085.4851 eV
**Net charge**: -1

Atoms and positions in Å:
N 1.71 -0.95 0.93
C 1.46 -0.36 -0.39
C -0.08 -0.51 -0.69
C -0.96 0.20 0.40
O -1.18 -0.58 1.57
C -2.39 0.52 -0.21
F -2.87 -0.48 -0.99
F -3.26 0.70 0.83
F -2.32 1.70 -0.87
C 1.97 1.11 -0.55
O 2.89 1.57 0.14
O 1.37 1.83 -1.41
H 1.69 -0.25 1.68
H 2.56 -1.50 0.96
H 1.98 -0.98 -1.16
H -0.29 -1.60 -0.61
H -0.29 -0.09 -1.69
H -0.44 1.13 0.72
H -1.53 -1.45 1.34

***

C30H20Br2N2O8 | the ωB97M-V functional and the def2-TZVPD basis

Summary:
**Largest force on an atom**: 2.128 eV/Å
**HOMO energy**: -10.35 eV
**Kohn-Sham gap**: 8.4 eV
**E_tot**: -190872.6493 eV

Atoms and positions in Å:
C -0.54 -1.65 1.71
C -1.40 -1.96 0.78
C -2.76 -2.46 1.17
C -2.85 -3.88 0.88
N -2.91 -5.03 0.80
C -3.91 -1.69 0.45
Br -4.08 -2.23 -1.41
Br -3.56 0.23 0.54
C -5.15 -1.95 1.13
N -6.10 -2.09 1.78
H 0.49 -1.48 1.51
H -0.89 -1.60 2.71
H -1.16 -1.85 -0.26
H -2.87 -2.29 2.23
C -0.52 2.65 4.09
C -0.46 1.34 3.89
C 0.58 0.51 4.54
O 0.64 -0.69 4.34
C 1.56 1.19 5.42
C 1.50 2.51 5.62
C 0.46 3.34 4.97
O 0.41 4.54 5.15
H -1.27 3.28 3.63
H -1.16 0.82 3.25
H 2.31 0.57 5.88
H 2.20 3.03 6.26
C 2.97 0.20 -3.16
C 1.83 0.28 -2.48
C 1.81 0.17 -1.00
O 0.77 0.25 -0.37
C 3.10 -0.05 -0.30
C 4.24 -0.13 -0.98
C 4.27 -0.01 -2.46
O 5.31 -0.08 -3.08
H 3.01 0.28 -4.23
H 0.87 0.44 -2.96
H 3.06 -0.13 0.78
H 5.20 -0.29 -0.50
C -5.37 -3.91 -5.16
C -4.35 -3.13 -4.79
C -3.42 -2.55 -5.78
O -2.50 -1.84 -5.44
C -3.67 -2.85 -7.21
C -4.68 -3.63 -7.59
C -5.61 -4.21 -6.59
O -6.54 -4.91 -6.93
H -6.06 -4.34 -4.45
H -4.15 -2.90 -3.75
H -2.98 -2.41 -7.92
H -4.88 -3.86 -8.63
C 5.46 3.50 2.23
C 4.54 2.55 2.34
C 3.10 2.85 2.11
O 2.25 1.99 2.20
C 2.74 4.25 1.76
C 3.67 5.19 1.65
C 5.10 4.89 1.88
O 5.95 5.75 1.79
H 6.52 3.30 2.40
H 4.78 1.52 2.59
H 1.69 4.44 1.59
H 3.43 6.22 1.40

***

What did the third record say?
C30H20Br2N2O8 | the ωB97M-V functional and the def2-TZVPD basis

Summary:
**Largest force on an atom**: 2.128 eV/Å
**HOMO energy**: -10.35 eV
**Kohn-Sham gap**: 8.4 eV
**E_tot**: -190872.6493 eV

Atoms and positions in Å:
C -0.54 -1.65 1.71
C -1.40 -1.96 0.78
C -2.76 -2.46 1.17
C -2.85 -3.88 0.88
N -2.91 -5.03 0.80
C -3.91 -1.69 0.45
Br -4.08 -2.23 -1.41
Br -3.56 0.23 0.54
C -5.15 -1.95 1.13
N -6.10 -2.09 1.78
H 0.49 -1.48 1.51
H -0.89 -1.60 2.71
H -1.16 -1.85 -0.26
H -2.87 -2.29 2.23
C -0.52 2.65 4.09
C -0.46 1.34 3.89
C 0.58 0.51 4.54
O 0.64 -0.69 4.34
C 1.56 1.19 5.42
C 1.50 2.51 5.62
C 0.46 3.34 4.97
O 0.41 4.54 5.15
H -1.27 3.28 3.63
H -1.16 0.82 3.25
H 2.31 0.57 5.88
H 2.20 3.03 6.26
C 2.97 0.20 -3.16
C 1.83 0.28 -2.48
C 1.81 0.17 -1.00
O 0.77 0.25 -0.37
C 3.10 -0.05 -0.30
C 4.24 -0.13 -0.98
C 4.27 -0.01 -2.46
O 5.31 -0.08 -3.08
H 3.01 0.28 -4.23
H 0.87 0.44 -2.96
H 3.06 -0.13 0.78
H 5.20 -0.29 -0.50
C -5.37 -3.91 -5.16
C -4.35 -3.13 -4.79
C -3.42 -2.55 -5.78
O -2.50 -1.84 -5.44
C -3.67 -2.85 -7.21
C -4.68 -3.63 -7.59
C -5.61 -4.21 -6.59
O -6.54 -4.91 -6.93
H -6.06 -4.34 -4.45
H -4.15 -2.90 -3.75
H -2.98 -2.41 -7.92
H -4.88 -3.86 -8.63
C 5.46 3.50 2.23
C 4.54 2.55 2.34
C 3.10 2.85 2.11
O 2.25 1.99 2.20
C 2.74 4.25 1.76
C 3.67 5.19 1.65
C 5.10 4.89 1.88
O 5.95 5.75 1.79
H 6.52 3.30 2.40
H 4.78 1.52 2.59
H 1.69 4.44 1.59
H 3.43 6.22 1.40